# 1
40
Properties=species:S:1:pos:R:3 method="wB97M-V/def2-TZVPD" lumo_ev="-0.16 / -5.39" s2=0.755 homo_ev="-11.0 / -10.9" spin_multiplicity=2
C -0.87829 2.77469 0.44168
N -0.01799 1.59495 0.49234
C -0.14454 0.78315 -0.76926
O 0.79670 -0.19240 -0.60071
H -0.32307 3.66960 0.30940
H -1.36006 2.72049 1.42199
H -1.71362 2.53684 -0.25222
H 0.98408 1.86998 0.52736
H -0.03936 1.43577 -1.70994
H -1.13164 0.31371 -0.82998
H 1.13707 -0.83580 -1.89107
H 1.41895 -2.03710 -3.04359
O 1.31506 -1.11580 -2.83701
H -1.97443 -0.22372 -3.33530
H -0.52594 -0.92483 -3.33494
O -1.38350 -0.83588 -3.77253
H 1.55333 -0.28663 1.12042
H 1.91636 -1.67231 1.89810
O 1.93887 -0.71319 1.91040
H 1.28203 0.39429 3.20922
H 0.21595 0.81647 2.25616
O 0.40680 0.85786 3.21118
H -1.81173 -2.32383 -0.16355
H -2.42309 -2.75612 -1.57658
O -2.62126 -2.60027 -0.65948
H -3.32418 -0.54965 -0.22195
H -3.18327 0.57845 0.67723
O -3.38038 0.45527 -0.26810
H 3.81151 -0.24009 -1.68167
H 2.55660 0.58829 -1.90948
O 3.52369 0.67745 -1.76171
H -0.00157 -1.15514 0.11978
H 0.56212 -2.31166 0.67098
O -0.35703 -2.00073 0.68130
H -1.47469 -1.25100 2.32523
H -1.42321 -2.63729 2.17659
O -2.03850 -2.00258 2.53886
H 3.10002 1.55401 1.68472
H 2.13140 2.68802 1.73874
O 2.88082 2.35675 1.20738

# 2
41
Properties=species:S:1:pos:R:3 method="wB97M-V/def2-TZVPD" lumo_ev=2.66 charge=-1 e_above_lowest_kj_mol=128.0 homo_ev=-6.6
C 0.64412 0.41146 -2.32680
O 1.63838 1.36726 -2.72290
C -0.70642 1.05311 -2.11383
H 1.08176 -0.11092 -1.46695
H 0.58892 -0.40520 -3.05000
H -0.85579 1.41774 -1.09702
H -1.58755 0.41973 -2.25120
H -0.77354 1.87283 -2.83382
H 3.45652 -0.63771 -2.51769
H 4.45299 -1.09928 -1.53447
O 4.12695 -1.32560 -2.41567
H -1.39243 -0.59798 3.56777
H -2.03327 -1.83478 4.02361
O -2.20821 -0.88503 3.99906
H 1.24491 -1.15606 1.09721
H 0.58008 -0.25770 2.15583
O 0.34382 -0.92058 1.50068
H 1.68981 2.01091 -2.00564
H 3.01282 1.13747 -1.05928
O 3.25962 0.73659 -0.22411
H -3.42514 1.00123 0.48598
H -3.10392 0.09229 1.78132
O -3.33965 0.11864 0.85066
H 2.89635 -0.36396 0.13109
H 3.32850 -2.13267 0.50950
O 2.64944 -1.46385 0.50106
H -0.16656 -3.35081 2.52075
H -0.30317 -2.56612 1.25604
O -0.67555 -3.36061 1.70533
H 2.23611 2.68759 1.79763
H 2.53490 1.78439 0.51261
O 2.01906 2.62994 0.86462
H -3.63247 -0.11759 -1.76701
H -4.86417 -0.09701 -0.90756
O -4.58663 -0.23690 -1.82062
H -2.67228 -3.55710 1.78193
H -3.05480 -2.39478 1.09152
O -3.51012 -3.12717 1.53667
H 0.76106 3.99001 0.00690
H 0.36450 4.94672 -1.09391
O -0.01892 4.32152 -0.46927

# 3
50
Properties=species:S:1:pos:R:3 method="wB97M-V/def2-TZVPD" lumo_ev=-7.94 charge=+2 e_above_lowest_kj_mol=0.0 homo_ev=-15.4
Hf -9.69300 -13.13000 -2.15700
C -11.91200 -14.47100 -1.72400
O -11.60300 -13.65900 -2.54200
O -13.13200 -14.98800 -1.50600
O -10.86800 -14.69400 -1.08100
H -13.90700 -14.52600 -1.87800
C -11.17100 -11.87100 0.37900
O -11.03000 -10.80100 1.01900
O -12.22900 -12.69000 0.66900
O -10.31600 -12.26200 -0.46100
H -12.90700 -12.26600 1.22300
O -15.21900 -17.40200 0.04300
H -15.51000 -17.54700 0.92500
H -14.86600 -16.49300 0.11800
O -12.60500 -17.58900 -0.74200
H -12.50400 -16.66500 -1.02600
H -13.36300 -17.54400 -0.21600
O -8.40200 -13.95100 -0.68600
H -7.44900 -14.07700 -0.59300
H -8.73200 -14.39800 0.11500
O -14.36700 -15.08500 1.47100
H -15.09900 -15.24300 2.05000
H -14.70700 -14.41700 0.87900
O -10.01400 -12.71800 -4.26500
H -9.59200 -12.68800 -5.10400
H -10.92900 -12.59800 -4.52500
O -14.92300 -14.01400 -3.25100
H -15.38500 -14.81300 -3.08500
H -14.29100 -14.20200 -3.96000
O -13.95700 -11.46400 -2.28800
H -14.00000 -12.38100 -2.51400
H -14.44800 -11.39500 -1.51000
O -11.22800 -11.06200 -2.52200
H -12.17900 -11.17900 -2.40300
H -11.10700 -10.29100 -3.06500
O -9.16700 -17.12400 -1.43400
H -9.46800 -17.20000 -0.53500
H -9.54100 -17.83600 -1.96000
O -9.49300 -14.97100 1.42600
H -10.31300 -15.42800 1.26900
H -9.67600 -14.21400 1.99300
O -9.38400 -15.12400 -3.06600
H -9.53400 -15.94900 -2.51400
H -8.67900 -15.31000 -3.75700
O -15.40000 -13.27200 -0.14800
H -15.71200 -12.42400 0.20100
H -16.08800 -13.73100 -0.71400
O -15.36200 -16.58200 -2.60900
H -15.18900 -17.09500 -1.84300
H -15.11500 -17.22400 -3.28700

# 4
8
Properties=species:S:1:pos:R:3 method="wB97M-V/def2-TZVPD" lumo_ev="-0.50 / -2.85" s2=2.005 e_above_lowest_kj_mol=0.0 homo_ev="-7.9 / -10.6" spin_multiplicity=3
H -1.63022 0.29313 1.02021
O 0.27935 1.22643 0.35495
C -0.69831 0.39568 0.30401
C -0.34476 -1.04824 0.67087
O 0.83433 -1.39454 0.69746
F -1.32240 0.29898 -0.99592
H -1.09524 -1.65248 1.22135
Au 2.08735 0.51270 0.14543

# 5
8
Properties=species:S:1:pos:R:3 method="wB97M-V/def2-TZVPD" lumo_ev="-11.86 / -11.90" charge=+2 e_above_lowest_kj_mol=0.0 homo_ev="-17.0 / -16.9"
P -3.18624 0.18976 -0.48160
O -2.00400 1.21868 -0.69090
O -0.31693 -1.89743 0.35082
C 0.58073 -1.15754 0.13304
C 1.36433 -0.06552 0.31663
Bi -0.11989 1.55201 -0.61801
H 2.20870 -0.04622 -0.38681
H 1.47329 0.20626 1.37683

# 6
9
Properties=species:S:1:pos:R:3 method="wB97M-V/def2-TZVPD" lumo_ev="-0.69 / -1.46" e_above_lowest_kj_mol=427.1 homo_ev="-8.6 / -8.0"
C 0.84760 -0.35685 0.41173
C -0.67436 -0.59746 -0.62370
O 0.39019 0.19329 -0.73695
O -0.21578 -1.24293 0.59901
O 0.15650 1.67029 1.65534
Br -0.79374 -1.96436 -1.99972
Br 0.20083 2.81057 0.42035
H 1.70139 -0.50398 0.99696
H -1.61262 -0.00857 -0.72301

# 7
8
Properties=species:S:1:pos:R:3 method="wB97M-V/def2-TZVPD" lumo_ev="-1.94 / -3.16" e_above_lowest_kj_mol=231.8 homo_ev="-10.1 / -9.1"
C 0.53251 -0.17722 0.63758
C 0.05513 0.09207 -0.71323
Cl 0.44013 -1.89433 1.19713
Cl 2.17460 0.42349 0.72129
Cl -0.22488 -1.11289 -1.84448
Br -2.79751 0.92497 -0.04255
H -0.05290 0.60500 1.07641
H -0.12708 1.13891 -1.03213

# 8
8
Properties=species:S:1:pos:R:3 method="wB97M-V/def2-TZVPD" lumo_ev=0.22 smiles=ClC(Cl)[C@@H](Cl)Br e_above_lowest_kj_mol=36.2 homo_ev=-10.6
Cl 0.30911 -2.00030 -1.73380
C -0.36976 -0.77148 -0.58821
Cl -1.79266 -1.43828 0.17851
C 0.65476 -0.41399 0.54906
Cl 0.90141 -1.93335 1.63778
Br 2.45011 0.03778 -0.18418
H -0.40590 0.04858 -1.15688
H 0.37161 0.30710 1.29504

# 9
8
Properties=species:S:1:pos:R:3 method="wB97M-V/def2-TZVPD" lumo_ev="-2.18 / -1.52" e_above_lowest_kj_mol=92.0 homo_ev="-9.5 / -9.8"
C -3.71259 1.77722 0.25859
C -0.07855 -0.42583 -0.28320
O -3.23608 1.35697 1.22607
O -4.15008 2.26697 -0.65706
Cl -3.43464 -1.18013 -0.71792
Br -1.27267 -1.28678 0.64080
H 0.13861 0.56067 -0.30141
H 0.22875 -0.87624 -1.13726

# 10
8
Properties=species:S:1:pos:R:3 method="wB97M-V/def2-TZVPD" lumo_ev=1.70 charge=-1 e_above_lowest_kj_mol=44.6 homo_ev=-3.9
C 1.27797 -0.93460 -0.11401
C 0.23109 0.09733 -0.47483
O 0.73908 -2.07556 0.22944
O 2.47215 -0.70410 -0.35130
S -1.32864 -0.24055 -0.30160
Br -0.45774 3.53491 -1.38242
H 0.39228 1.17813 -0.81972
H -0.26237 -1.98591 0.19728

# 11
9
Properties=species:S:1:pos:R:3 method="wB97M-V/def2-TZVPD" lumo_ev=3.38 charge=-1 e_above_lowest_kj_mol=182.1 homo_ev=-2.8
C -2.21683 1.10946 0.18816
C 0.38317 0.35127 -0.34565
O -2.00422 1.92453 0.97995
O -2.74103 0.31939 -0.47173
S 0.04561 -1.40947 -0.18452
S 2.07060 0.78506 0.26256
Br 0.13431 0.55622 -2.23827
H -0.53487 -1.31910 0.99303
H 1.60711 1.48844 1.22724

# 12
9
Properties=species:S:1:pos:R:3 method="wB97M-V/def2-TZVPD" lumo_ev=3.15 smiles="O=C([O-])C(S)(S)Br" charge=-1 e_above_lowest_kj_mol=143.5 homo_ev=-4.8
O 1.37570 1.10157 0.25069
C 0.33635 0.68808 0.72534
O -0.20971 0.75139 1.83468
C -0.58297 -0.02197 -0.28401
S 0.25315 -2.04664 -0.26625
S -0.40597 0.83576 -1.89061
Br -2.40889 -0.24696 0.15190
H 0.84324 -2.00794 0.89087
H 0.79909 0.94669 -1.41263